1.
The following is a DFT calculation (ωB97M-V/def2-TZVPD) of C17H23N3O4 in the gas phase at a distorted geometry.

Geometry (Å):
1 C -6.68577 -2.86919 -1.13922
2 O -6.01428 -2.56479 0.06005
3 C -5.08340 -1.57784 0.05637
4 C -4.73659 -0.80941 -1.05103
5 C -3.76386 0.16686 -0.94038
6 C -3.11549 0.40073 0.26984
7 C -2.08240 1.40555 0.38566
8 N -1.46739 1.63671 1.48050
9 O -0.52875 2.62405 1.32370
10 C -0.41506 2.96517 -0.06832
11 C 0.90599 2.42306 -0.64844
12 O 1.04679 2.24533 -1.84051
13 N 1.84709 2.19764 0.28115
14 C 3.08438 1.51881 -0.01784
15 C 2.99157 0.03274 0.35440
16 N 4.28663 -0.61657 0.29490
17 C 4.30126 -1.87458 1.02499
18 C 5.71840 -2.44700 1.00568
19 O 6.16820 -2.66271 -0.31006
20 C 6.13621 -1.45935 -1.04003
21 C 4.73190 -0.85640 -1.06937
22 C -1.61158 2.29170 -0.74658
23 C -3.47456 -0.37141 1.38151
24 C -4.44026 -1.34157 1.27697
25 H -7.36243 -3.68726 -0.89793
26 H -7.26636 -2.01548 -1.50284
27 H -5.98874 -3.19450 -1.91800
28 H -5.21508 -0.96310 -2.00542
29 H -3.50973 0.74922 -1.81296
30 H -0.41390 4.05585 -0.14834
31 H 1.56667 2.28027 1.24936
32 H 3.90122 1.98159 0.54055
33 H 3.25640 1.64414 -1.08801
34 H 2.63218 -0.03727 1.38579
35 H 2.24781 -0.45814 -0.29740
36 H 4.00019 -1.68978 2.05831
37 H 3.60844 -2.60989 0.57876
38 H 5.74905 -3.41710 1.50469
39 H 6.39353 -1.74685 1.52052
40 H 6.47152 -1.70366 -2.04928
41 H 6.82795 -0.73208 -0.58872
42 H 4.76041 0.08847 -1.61171
43 H 4.04988 -1.54806 -1.59513
44 H -1.28828 1.73267 -1.62562
45 H -2.39344 2.99484 -1.03884
46 H -2.97425 -0.18695 2.31844
47 H -4.72326 -1.94346 2.12590

Force components x, y, z for each atom (eV/Å):
-0.110 -0.044 -0.211
0.180 0.103 0.271
0.166 0.170 0.000
-0.370 -0.360 -0.048
0.304 0.176 0.398
-0.491 -0.459 -0.065
0.750 0.754 -0.178
-0.552 -0.764 0.136
0.284 0.715 -0.041
-0.071 -0.188 -0.458
-0.323 0.150 0.423
0.007 -0.016 -0.354
0.138 -0.038 0.383
0.091 -0.220 -0.123
0.096 0.234 -0.021
-0.086 -0.043 0.030
0.344 -0.101 -0.003
-0.293 -0.011 0.295
-0.002 -0.147 -0.094
-0.157 0.260 -0.249
0.332 -0.102 0.038
0.098 0.089 0.256
-0.051 0.030 -0.201
-0.132 -0.102 -0.092
0.034 0.063 -0.066
0.036 -0.026 0.009
-0.024 0.028 0.029
-0.059 -0.043 -0.059
0.046 0.062 -0.087
0.006 -0.141 -0.017
-0.074 -0.019 -0.172
-0.008 -0.050 -0.077
0.089 0.025 0.124
-0.032 -0.019 -0.056
-0.010 0.011 0.076
-0.019 -0.038 -0.007
0.007 0.023 0.048
-0.001 0.089 0.035
-0.052 -0.070 0.001
-0.007 0.087 0.045
-0.036 -0.037 -0.072
0.002 -0.020 -0.082
0.008 0.059 -0.005
-0.067 0.059 0.015
0.010 -0.030 -0.019
0.023 -0.031 0.132
-0.025 -0.068 0.111

Output
structure (SMILES): COc1ccc(C2=NO[C@@H](C(=O)NCCN3CCOCC3)C2)cc1
total energy: -1126.7672 a.u.
net charge: 0
Kohn-Sham gap: 9.00 eV

What are the Löwdin partial charges on each atom? They are as follows, in elementary charge units: C -0.086; O -0.079; C -0.274; C -0.015; C -0.018; C -0.178; C -0.233; N 0.126; O -0.103; C -0.190; C -0.452; O 0.070; N 0.077; C -0.154; C -0.184; N -0.179; C -0.175; C -0.201; O -0.133; C -0.198; C -0.165; C -0.040; C -0.013; C 0.007; H 0.093; H 0.096; H 0.096; H 0.103; H 0.112; H 0.161; H 0.141; H 0.128; H 0.112; H 0.122; H 0.133; H 0.123; H 0.132; H 0.125; H 0.126; H 0.125; H 0.127; H 0.120; H 0.133; H 0.121; H 0.131; H 0.112; H 0.119

2.
The following is a DFT calculation (ωB97M-V/def2-TZVPD) of C17H23N7O2 in the gas phase.

Geometry (Å):
1 C -2.51132 -2.49002 -0.59331
2 N -1.17748 -2.00606 -0.32548
3 C -0.68994 -2.44971 0.96596
4 C 0.65865 -1.80263 1.25990
5 N 1.61450 -2.15894 0.22268
6 C 2.96371 -1.70381 0.49012
7 C 3.22962 -0.22977 0.30692
8 N 4.44570 0.12019 -0.08715
9 C 4.62083 1.43099 -0.28873
10 N 5.86474 1.84731 -0.58519
11 N 3.65884 2.35199 -0.22947
12 C 2.47622 1.88328 0.16349
13 N 1.43976 2.75365 0.19222
14 C 0.11869 2.32268 0.41986
15 C -0.19907 1.65372 1.59672
16 C -1.48008 1.18247 1.79851
17 C -2.46034 1.36042 0.83210
18 C -2.14145 2.03023 -0.35264
19 C -0.85787 2.52096 -0.54453
20 O -3.05852 2.20417 -1.35862
21 C -4.17145 1.34666 -1.23682
22 C -4.69756 1.37308 0.19723
23 O -3.72039 0.87722 1.08334
24 N 2.23345 0.61516 0.50078
25 C 1.11318 -1.73159 -1.07111
26 C -0.22841 -2.40082 -1.34720
27 H -2.83246 -2.13021 -1.57099
28 H -3.18747 -2.09805 0.16624
29 H -2.57962 -3.59068 -0.59070
30 H -1.40876 -2.14685 1.73099
31 H -0.58566 -3.55039 0.99484
32 H 1.03680 -2.17136 2.21709
33 H 0.52111 -0.71702 1.31551
34 H 3.65269 -2.23819 -0.17170
35 H 3.21660 -1.97475 1.51990
36 H 6.00494 2.80349 -0.85462
37 H 6.57266 1.15584 -0.75044
38 H 1.59195 3.62235 -0.29883
39 H 0.56238 1.50842 2.34476
40 H -1.74593 0.66379 2.70529
41 H -0.63600 3.03086 -1.46920
42 H -4.92112 1.70805 -1.94229
43 H -3.88059 0.31906 -1.49308
44 H -5.57432 0.73333 0.31063
45 H -4.95871 2.40643 0.46618
46 H 1.83778 -2.02139 -1.83705
47 H 0.96508 -0.64113 -1.10949
48 H -0.60260 -2.07463 -2.32120
49 H -0.09275 -3.49775 -1.37146

Force components x, y, z for each atom (eV/Å):
0.058 0.015 0.018
0.018 -0.041 -0.018
0.181 0.141 0.166
-0.352 -0.114 0.165
0.029 0.161 0.077
-0.024 -0.251 -0.042
0.284 0.355 -0.181
0.318 -0.368 0.005
-0.373 0.019 0.081
0.176 0.064 -0.057
0.035 0.299 -0.047
0.542 -0.309 -0.116
0.094 0.371 -0.098
-0.554 -0.120 0.059
-0.154 0.207 -0.011
-0.087 0.064 -0.210
0.031 0.153 -0.100
-0.071 -0.108 0.169
0.010 -0.099 0.140
0.314 0.222 0.091
-0.377 -0.266 0.329
-0.167 0.206 -0.503
0.332 -0.152 0.132
-0.290 0.002 0.101
-0.181 -0.153 -0.295
0.208 0.176 -0.115
-0.074 -0.010 -0.038
-0.100 -0.013 0.007
0.001 -0.022 -0.006
0.002 -0.035 0.031
-0.048 0.024 0.016
-0.009 0.026 0.033
-0.018 -0.207 0.086
0.025 0.082 0.116
0.070 -0.011 -0.037
0.012 -0.024 -0.002
-0.002 0.026 -0.007
0.047 -0.080 0.126
0.058 -0.030 0.075
-0.043 -0.068 0.141
0.055 0.010 -0.154
0.030 -0.080 0.076
-0.034 0.088 -0.021
0.046 0.084 -0.049
0.003 -0.119 -0.010
-0.011 0.018 -0.028
0.008 -0.129 -0.079
0.014 -0.032 0.009
-0.031 0.025 -0.024

Output
structure (SMILES): CN1CCN(Cc2nc(N)nc(Nc3ccc4c(c3)OCCO4)n2)CC1
total energy: -1195.4122 a.u.
net charge: 0
Kohn-Sham gap: 8.79 eV

What are the Löwdin partial charges on each atom? They are as follows, in elementary charge units: C -0.106; N -0.223; C -0.188; C -0.177; N -0.152; C -0.123; C -0.317; N 0.165; C -0.463; N 0.155; N 0.175; C -0.375; N 0.124; C -0.249; C -0.044; C 0.005; C -0.204; C -0.195; C 0.070; O -0.025; C -0.147; C -0.149; O -0.033; N 0.177; C -0.178; C -0.191; H 0.076; H 0.079; H 0.087; H 0.117; H 0.124; H 0.123; H 0.081; H 0.122; H 0.128; H 0.099; H 0.100; H 0.147; H 0.117; H 0.124; H 0.128; H 0.133; H 0.128; H 0.132; H 0.139; H 0.126; H 0.115; H 0.119; H 0.125

3.
The following is a DFT calculation (ωB97M-V/def2-TZVPD) of a molecular structure, C17H24AgF5N3NbOS at a distorted geometry.

Geometry (Å):
1 N -1.76896 -0.91393 0.20287
2 C -2.75886 -1.62334 0.20339
3 O -3.76062 -2.24003 0.24002
4 Ag -0.32445 2.56874 1.42933
5 Nb 0.10304 -0.16671 0.23214
6 N 0.27359 1.77469 -0.53474
7 N 0.73104 -1.50203 -1.09178
8 C -0.46712 2.41537 -1.65456
9 C 0.14384 -2.48917 -2.01232
10 C -0.23654 3.93070 -1.57951
11 C 0.05245 1.92074 -3.00731
12 C -1.94998 2.08391 -1.51298
13 C -0.36475 -3.67848 -1.19139
14 C 1.19764 -2.97740 -3.00621
15 C -1.00845 -1.86182 -2.78360
16 H -0.57806 4.34778 -0.62285
17 H -0.79480 4.42419 -2.38376
18 H 0.82488 4.17278 -1.70567
19 H 1.06862 2.29271 -3.18565
20 H -0.61462 2.31386 -3.79329
21 H 0.05194 0.82183 -3.04718
22 H -2.12147 0.99920 -1.43733
23 H -2.48469 2.46207 -2.39838
24 H -2.38826 2.55254 -0.62139
25 H 0.45885 -4.13152 -0.62514
26 H -0.78654 -4.42750 -1.87647
27 H -1.14705 -3.36743 -0.49048
28 H 1.97278 -3.57371 -2.51314
29 H 1.65903 -2.12529 -3.51976
30 H 0.70778 -3.61378 -3.75519
31 H -1.41502 -2.62115 -3.46770
32 H -0.65277 -1.01420 -3.38171
33 H -1.81464 -1.53299 -2.12534
34 C 1.73544 2.03788 -0.52872
35 H 2.26159 1.18771 -0.05774
36 H 2.12276 2.20728 -1.54489
37 H 1.93460 2.92944 0.08855
38 C 2.10348 -1.79550 -0.60982
39 H 2.28210 -1.28435 0.35548
40 H 2.22709 -2.87706 -0.43303
41 H 2.86557 -1.45481 -1.33234
42 F -4.31847 1.25131 4.55839
43 C -3.10028 0.90072 4.09515
44 C -2.11174 1.86224 3.91750
45 F -2.36584 3.14500 4.25716
46 C -0.82478 1.49959 3.45584
47 F 0.26998 2.24378 3.94017
48 C -0.58330 0.12618 3.09257
49 S 0.99840 -0.36006 2.39951
50 C -1.58673 -0.82264 3.33792
51 F -1.34479 -2.13177 3.04682
52 C -2.83153 -0.44415 3.83469
53 F -3.76910 -1.38212 4.08679

Force components x, y, z for each atom (eV/Å):
1.916 1.093 0.349
-2.428 -0.955 0.393
2.430 1.251 -0.207
-0.549 0.318 0.025
-1.719 -2.481 -2.874
0.188 -1.368 0.397
0.106 1.766 2.397
-0.284 0.400 -0.399
-0.469 -0.484 -0.634
-0.010 -0.092 -0.077
-0.052 -0.095 -0.015
-0.069 -0.009 -0.089
0.035 -0.036 0.137
0.121 0.105 -0.115
-0.077 -0.014 -0.321
-0.055 0.012 -0.044
0.127 -0.046 0.223
-0.230 0.056 -0.011
-0.300 -0.153 -0.231
0.425 -0.220 0.242
0.019 0.370 -0.085
0.029 0.293 -0.203
0.084 -0.173 0.420
0.033 0.001 -0.101
-0.272 -0.066 -0.106
0.170 0.171 0.269
0.176 -0.199 -0.133
-0.093 0.085 -0.193
-0.022 -0.218 -0.016
0.190 0.189 0.215
0.070 0.333 0.194
-0.176 -0.234 0.049
0.112 -0.016 -0.230
-0.033 0.458 0.134
0.203 0.148 -0.098
-0.047 -0.311 0.470
0.361 -0.373 -0.301
-0.050 0.043 -0.582
0.252 0.001 0.015
-0.086 0.507 0.235
-0.320 -0.089 0.342
1.695 -0.391 -0.622
-1.539 0.084 0.269
0.346 1.448 0.229
0.397 -1.526 -0.228
0.367 -0.549 1.660
-1.380 -0.619 -1.197
-0.116 0.243 0.111
-0.041 0.080 0.599
0.848 -0.807 -0.627
-0.502 1.738 0.283
-1.039 -1.025 0.567
1.257 1.354 -0.482

Output
total energy: -2002.5247 a.u.
net charge: +2
Kohn-Sham gap (alpha / beta): 7.30 / 7.30 eV

What are the Löwdin partial charges on each atom? They are as follows, in elementary charge units: N -0.057; C -0.384; O 0.235; Ag 0.885; Nb 1.560; N -0.379; N -0.224; C -0.678; C -0.646; C -0.032; C -0.023; C -0.048; C -0.009; C -0.028; C -0.033; H 0.076; H 0.114; H 0.092; H 0.087; H 0.116; H 0.061; H 0.052; H 0.113; H 0.078; H 0.093; H 0.116; H 0.062; H 0.092; H 0.102; H 0.111; H 0.113; H 0.075; H 0.052; C -0.131; H 0.058; H 0.100; H 0.093; C -0.117; H 0.019; H 0.111; H 0.113; F 0.170; C -0.076; C -0.113; F 0.146; C -0.295; F 0.027; C -0.526; S 0.708; C -0.217; F 0.095; C -0.077; F 0.170